# 1
Here is C34H40BrErN5Si2 as an isolated structure at a distorted geometry from the OMol25 dataset. Energies are from ωB97M-V/def2-TZVPD.

Summary:
Charge = +1
LUMO level (alpha / beta) = -2.53 / -2.52 eV
2S+1 = 4

Element x y z (Å)
H 1.43166 -4.34950 -3.56575
H -3.46397 -0.95609 2.03076
H -1.10123 3.98610 -2.20565
H -2.44966 -3.35694 -0.57383
H 1.27785 -3.50002 -1.25496
H 4.63208 -1.28503 -3.08071
H 3.67309 -0.35675 2.32411
H -0.30173 -3.63144 -5.22262
H -3.71907 3.89368 3.77537
C 2.94377 -0.91734 -1.81845
H -4.93594 -0.06882 1.71552
H -4.69747 -0.85390 -0.41279
C -0.35053 -3.30705 -4.19189
Si 1.82944 1.16994 1.47633
H -3.63876 0.55379 -0.56676
H -2.12533 2.94670 -1.21739
H 0.50545 -1.53562 3.00178
H 4.23535 1.30726 2.21723
C -3.20808 1.14760 1.86845
C 3.27775 4.79501 0.01368
C -0.31382 -2.22591 2.82243
H 0.31260 2.28235 -4.25707
H -3.51196 -1.73860 -2.30560
H -4.81812 1.75625 3.14579
H -2.20917 -2.24992 -4.40881
H -1.99461 2.66384 -2.95588
C -1.68889 -4.05665 3.45586
C 4.67349 -2.48340 -1.29610
H 1.23923 4.25859 -2.61272
N -0.42774 -2.38748 -1.56356
H 4.00232 5.50791 0.38806
C -2.40991 -3.85341 2.29071
N 2.28233 -1.18627 -0.69175
H -0.49633 2.82367 1.17176
C -2.03844 -2.83432 1.42649
C -2.01409 3.51668 2.51731
C 2.64366 5.00858 -1.20135
H 2.50018 -0.16636 -2.46185
H 0.40806 1.93850 3.46606
Br 4.64888 -3.97765 1.15631
N -2.00914 1.42741 1.34116
H -3.86430 -2.82713 0.31459
C -2.80374 -2.61523 0.14087
H 3.49021 3.50286 1.68978
C 3.63749 0.54805 1.70840
C -1.41687 -2.10568 -2.42309
H 0.53879 0.55712 -3.98083
Er -0.17748 -0.21407 0.10167
H 2.86320 5.89189 -1.78859
C 4.13296 -1.53953 -2.15646
C -3.23838 3.20949 3.08904
C -2.58531 -1.31195 -1.89792
C -0.61759 -3.21757 3.73073
C -1.40003 -2.52538 -3.74450
C 0.53949 -3.21143 -1.98976
H 1.91337 2.85504 3.39567
H -2.50394 -0.28574 -2.26996
Si 0.07677 1.78438 -1.78170
C 1.39997 2.92634 -0.93087
H -3.26333 -4.47668 2.05662
H -0.03481 -3.32562 4.63421
C 3.99473 -2.73746 -0.11497
C 2.05122 2.70495 0.30517
H 5.59634 -2.99526 -1.53078
H 1.83963 1.69654 -3.61291
C -3.88127 -0.13181 1.45128
C -3.84715 2.01357 2.74497
C 0.62258 -3.69260 -3.28003
C 1.72303 4.08001 -1.65634
N -0.99677 -2.03518 1.68248
C 2.81565 -2.07015 0.15239
C 1.47532 1.86535 3.24385
C -3.76468 -0.40076 -0.05259
H -1.50430 4.44295 2.74013
C 0.75699 1.55125 -3.57852
C -1.43261 2.95511 -2.06412
C -1.44652 2.60499 1.65094
C 2.97915 3.65749 0.74390
H -1.96142 -4.84746 4.14153
H 1.91841 1.19451 3.98529
H 4.12769 0.32694 0.75726
N -2.63284 -1.26610 -0.43117
H 2.28715 -2.24144 1.08465

***

# 2
Here is C34H40CdN4O3P2 as an isolated structure at a distorted geometry from the OMol25 dataset. Energies are from ωB97M-V/def2-TZVPD.

Summary:
LUMO level = -2.15 eV
Energy above the lowest of the compared OMol25 structures with the same formula, charge and spin = 0.00 kcal/mol

Element x y z (Å)
H 2.07390 3.98790 2.30093
H -2.07706 4.14287 -4.23247
C -4.08559 -0.36149 -4.92702
H 5.29115 1.81322 -2.48786
C 3.20010 -3.63698 -6.61508
P 1.61746 -1.20476 -3.83154
N -1.78105 0.93249 -3.46286
H 0.93413 3.30157 1.14025
H 3.26081 0.09804 -1.78065
H -6.01798 -0.81392 -5.88389
H -0.81543 -1.83690 -5.58338
H 1.01047 0.19871 -0.24301
C -1.22442 1.52546 2.12974
H -0.98479 1.15795 6.91231
C -1.92841 3.17694 -3.76674
H 1.54559 -1.28296 5.42972
C 3.64055 0.37040 -2.75275
H -1.84645 0.42311 12.05876
O -1.25508 -2.23344 6.56983
O -0.95739 -0.06147 6.04542
N 3.06289 -0.19119 -3.90195
H 5.41806 1.73425 -5.21103
C 2.71929 -2.39444 -6.22722
H 3.44705 0.07036 -6.02148
C -1.98583 1.94092 -4.40454
C 1.43037 -1.84024 4.48782
C 4.72894 1.19552 -4.57523
C -5.07766 -2.37001 -4.54079
H 3.04969 1.95649 2.86272
C -1.73093 -1.23825 10.66100
H -0.29431 4.23621 2.97366
C 0.69097 0.31237 0.81630
H -1.50010 3.66306 -1.60321
C -1.18103 -0.99336 6.88718
C 0.66581 -0.29552 -5.14528
C -1.55126 -1.61272 9.32298
C -0.75185 2.17658 3.19612
H -1.54934 -2.66864 9.03838
H 2.20256 -4.05386 -3.45438
C 1.36788 3.15703 2.13517
C -0.78921 -0.79630 -5.22525
O -1.09045 1.69061 7.80433
P -1.61088 -0.83430 -3.55896
C -1.31827 0.73086 8.70854
C 3.72725 0.33742 -5.01435
H 1.13728 -0.39149 -6.13419
C -1.50850 1.55498 -2.24555
C 0.23894 3.29346 3.19210
C -0.54117 1.25099 0.81529
H 0.69938 0.77239 -4.88181
C -1.70905 0.12038 11.01592
H -3.82462 0.63748 -5.24183
C 1.88138 0.70966 1.65217
H 3.61330 -3.87650 -7.58679
H -3.41445 -3.05576 -3.18325
C -5.20517 -1.11912 -5.23469
H -0.31799 2.16197 0.23141
C 3.04176 -4.51713 -5.49762
C -1.50095 1.10327 10.05874
C -1.36480 -0.64881 8.33030
C 2.14724 1.87997 2.24096
H 3.29734 -5.56877 -5.47056
C 2.48987 -3.77795 -4.45940
H 1.68175 -1.20520 3.62717
C -1.62471 2.92909 -2.39078
H -1.15446 1.91877 4.18093
H -1.36295 -0.18886 -5.94160
H -1.89268 -1.99656 11.43116
H -5.78321 -3.19183 -4.57289
Cd -0.52441 -2.70903 4.39765
C -3.89078 -2.33492 -3.83264
H -2.23698 1.07847 2.19156
N 2.30246 -2.45817 -4.89538
H -1.46048 2.16886 10.29571
H 0.68196 3.38852 4.19411
H 2.65168 -0.08079 1.68522
C 4.66520 1.22470 -3.14246
H -2.16062 1.71077 -5.44818
H 0.35917 -0.70633 1.10512
N -3.26478 -1.09485 -4.05853
H 2.10527 -2.72113 4.50750
H -1.24251 0.92976 -1.41423
H -1.31433 0.68762 0.26162
H 2.62552 -1.48747 -6.81245

***

# 3
Here is a 8-piece molecular cluster, C34H40Cl4F4O6 overall at a distorted geometry from the OMol25 dataset. Energies are from ωB97M-V/def2-TZVPD.

Summary:
LUMO level = 0.40 eV
Energy above the lowest of the compared OMol25 structures with the same formula, charge and spin = 16.25 kcal/mol
Structure (SMILES) = CCOC(=O)OC.CCOC(=O)OC.Fc1ccccc1.Fc1ccccc1.Fc1ccccc1.Fc1ccccc1.ClCCl.ClCCl

Element x y z (Å)
C 3.88765 -3.39626 2.50998
H 2.98632 -6.59843 4.46930
C 1.91158 1.74902 -1.80101
O 1.02925 0.72307 -1.35583
Cl 5.84546 -0.64248 -1.05732
H -4.11552 3.77947 -7.55657
C -2.24380 4.15993 -5.91586
H 2.03606 2.55065 -1.08436
C 3.72421 -4.60489 1.82832
C -2.75653 -0.55174 -0.15245
C -2.56899 -6.22777 3.39914
C 3.26339 -5.68703 3.95502
C -1.77295 -7.35660 3.51592
H -3.47187 5.20342 -8.25181
C -0.76586 -7.60344 2.60552
C -0.79032 4.15151 1.35484
H 0.30957 4.45450 -4.93125
C 3.44960 -5.74312 2.58411
H 3.30606 -4.44971 5.71799
H 3.79266 -4.61725 0.75116
O -1.67094 4.51770 -4.76911
H -0.25189 -2.12371 3.06282
H -3.83239 -2.34598 -0.47627
C 0.08759 2.32296 3.30978
C 1.44064 0.14059 -0.23497
C -4.97741 0.36583 1.29680
F -1.88179 2.71226 4.50547
H -5.77894 0.70260 1.93889
O -3.16898 5.06419 -6.19062
O 2.39472 0.45778 0.40872
H 0.41239 -6.77425 1.04149
C -1.16121 2.95682 3.40926
C -3.83896 -1.40200 0.04992
Cl 4.42604 4.24239 -1.00062
C -0.32628 -1.88813 2.00577
H 6.22055 5.01781 -2.32306
H -5.84318 5.38789 -8.15662
H -1.97173 -8.01355 4.35582
C -3.81952 1.13979 1.19122
C -0.47635 -6.63661 1.64605
Cl 7.28886 1.84451 -0.63489
H 2.86772 1.30391 -2.07453
H -2.52241 4.35485 2.65389
C 5.16257 5.23767 -2.24777
H -1.84805 1.33206 0.46096
H -1.03018 4.93115 0.64656
H 4.98786 6.26898 -1.96715
C 0.41446 3.47597 1.21859
H 1.47583 2.11555 -2.72653
H -3.01899 -4.47801 2.29585
H 5.11774 1.55137 -1.47409
C -3.95309 4.83581 -7.34338
H -1.93257 -0.73957 -0.82901
H -0.22393 3.68517 -3.45914
H -1.04903 -4.83010 0.70402
F -3.60679 -6.04957 4.22903
F 3.94317 -2.23793 4.57863
H -0.89869 -0.95357 1.97318
H 1.78997 -1.44717 1.65482
C 0.87011 2.60078 2.20641
H -5.23287 6.59786 -7.12968
C -1.22340 -5.47566 1.55387
H 1.82272 2.11978 2.03842
H -5.70121 -1.61537 1.04088
H -5.87534 5.17393 -6.34630
C 3.75327 -3.38779 3.89298
O 0.59981 -0.85421 0.00868
C -0.46124 3.79647 -4.51164
C 5.66913 1.08194 -0.67327
H -0.99897 -2.59173 1.51279
H 0.43316 1.62156 4.05616
H -0.32898 2.86520 -5.05801
H 1.20940 -2.68400 0.76825
H 4.06749 -2.51451 1.90953
H 5.20517 1.16782 0.30043
H -0.19268 -8.50859 2.75120
C -1.55633 3.89363 2.47844
H 1.04882 3.77070 0.39249
C -4.92386 -0.90644 0.77357
C -5.31079 5.50956 -7.21268
C 0.87731 -1.69148 1.10208
C 3.37853 -4.49156 4.64177
F -3.81781 2.39664 1.65101
C -2.70901 0.67326 0.49892
C -2.32894 -5.30819 2.38977
H 3.27041 -6.69859 2.10456
Cl 4.44976 4.90679 -3.85607
O -1.99636 3.21392 -6.59921

***

Question: Which formula does entry 2 have?
Answer: C34H40CdN4O3P2